# C5H8O

A structure of composition C5H8O (wB97M-V/def2-TZVPD, the OMol25 dataset).

ORCA input file:
```
! wB97M-V def2-TZVPD RIJCOSX def2/J DEFGRID3
* xyz 0 1
O -1.2754 0.5049 1.0504
C -1.7881 -0.1818 -0.0124
C 0.6362 0.5710 -0.3699
C -0.7571 0.2906 -0.9788
C 1.4551 -0.4101 0.4404
C -0.5147 1.3067 0.1377
H 2.2742 -0.8056 -0.1676
H 1.2103 1.1726 -1.0745
H 0.8574 -1.2527 0.7961
H -0.8633 -2.3334 0.4003
H -1.5363 -1.9879 0.3581
H -0.9507 0.4182 -2.0363
H -0.7299 2.3665 0.1380
H 1.8925 0.0859 1.3129
*
```

Results
lowest unoccupied orbital energy = 0.76 eV
energy above the lowest of the compared OMol25 structures with the same formula, charge and spin = 568.7 kJ/mol
Kohn-Sham gap = 9.186 eV
energy = -7356.36118 eV

***

# C5H8O

The molecule C5H8O (wB97M-V/def2-TZVPD, the OMol25 dataset).

ORCA input file:
```
! wB97M-V def2-TZVPD RIJCOSX def2/J DEFGRID3
* xyz 0 1
O -0.2129 -1.7235 -0.0512
C 0.0578 -0.3423 0.0828
C -2.3669 0.0524 -0.1571
C 1.2496 0.1302 -0.7312
C -1.1598 0.5000 0.0846
C 1.3398 0.1900 0.7132
H -1.0805 1.5239 0.4928
H -3.1160 0.7384 -0.1478
H 1.2995 1.0340 -1.3997
H 1.1819 1.2548 1.1396
H -2.5024 -0.9739 -0.1837
H 0.0669 -2.3036 0.7562
H 1.6614 -0.7512 -1.3740
H 2.0606 -0.4597 1.3475
*
```

Results
SMILES = C=CC1(O)CC1
lowest unoccupied orbital energy = 0.91 eV
energy above the lowest of the compared OMol25 structures with the same formula, charge and spin = 267.1 kJ/mol
Kohn-Sham gap = 9.887 eV
energy = -7359.48674 eV

***

# C5H8O

The molecule C5H8O (wB97M-V/def2-TZVPD, the OMol25 dataset).

ORCA input file:
```
! wB97M-V def2-TZVPD RIJCOSX def2/J DEFGRID3
* xyz 0 1
O 0.1686 0.6840 1.2062
C 1.7718 -0.1597 -0.4982
C -0.6938 0.6606 -0.7144
C -1.1906 0.4669 0.7080
C -0.9069 -1.0403 0.6682
C 0.3361 -0.2008 0.0398
H -0.8631 -1.4195 1.6984
H -1.5047 -1.7177 0.0413
H -0.3026 1.6583 -0.9236
H -1.9674 1.0195 1.2347
H 2.5250 -0.7988 -0.0327
H 1.8375 -0.2688 -1.5903
H -1.2620 0.2317 -1.5444
H 2.0522 0.8846 -0.2931
*
```

Results
lowest unoccupied orbital energy = 1.07 eV
energy above the lowest of the compared OMol25 structures with the same formula, charge and spin = 315.8 kJ/mol
Kohn-Sham gap = 10.467 eV
energy = -7358.98268 eV

***

# C5H8O

The molecule C5H8O (wB97M-V/def2-TZVPD, the OMol25 dataset).

ORCA input file:
```
! wB97M-V def2-TZVPD RIJCOSX def2/J DEFGRID3
* xyz 0 1
O -3.2875 -0.4882 -0.1739
C -2.0178 -0.2694 -0.2993
C 1.2744 0.4190 -0.3356
C 1.6198 -0.9942 0.1433
C 0.1211 1.1130 -0.1740
C -1.1407 0.6598 0.5422
H 2.7941 -1.0200 0.3647
H 2.0913 0.9371 -0.8494
H 1.0667 -1.4087 1.0132
H -0.8875 0.0119 1.3742
H 1.5143 -1.7135 -0.7344
H -1.8532 1.4963 0.8956
H -1.3433 -0.8213 -1.0877
H 0.0485 2.0780 -0.6789
*
```

Results
SMILES = C/C=C\CC=O
lowest unoccupied orbital energy = 0.74 eV
energy above the lowest of the compared OMol25 structures with the same formula, charge and spin = 186.3 kJ/mol
Kohn-Sham gap = 10.339 eV
energy = -7360.32431 eV

***

# C5H8O

The molecule C5H8O (wB97M-V/def2-TZVPD, the OMol25 dataset).

ORCA input file:
```
! wB97M-V def2-TZVPD RIJCOSX def2/J DEFGRID3
* xyz 0 1
O 2.1076 -0.0303 0.9143
C 0.0010 0.8416 0.0579
C 2.3984 -0.0244 -0.4733
C -1.3203 0.7446 0.1367
C -2.0916 -0.5912 0.0638
C 1.0122 -0.2853 0.0901
H 2.6591 0.9128 -0.9228
H -1.2880 -1.3802 -0.3450
H -2.3931 -0.9423 1.2066
H 2.9198 -0.9468 -0.7495
H -3.1030 -0.4944 -0.5900
H 0.4219 1.8375 0.2425
H 0.5886 -1.2871 0.1762
H -1.9127 1.6456 0.1925
*
```

Results
SMILES = C/C=C\[C@H]1CO1
lowest unoccupied orbital energy = 1.09 eV
energy above the lowest of the compared OMol25 structures with the same formula, charge and spin = 278.4 kJ/mol
Kohn-Sham gap = 10.332 eV
energy = -7359.36954 eV

***

# C5H8O

The molecule C5H8O (wB97M-V/def2-TZVPD, the OMol25 dataset).

ORCA input file:
```
! wB97M-V def2-TZVPD RIJCOSX def2/J DEFGRID3
* xyz 0 1
O -1.8924 -0.1310 0.4989
C 0.3618 -0.3183 -1.2429
C 1.0416 -0.8421 0.0011
C -0.7385 0.7210 0.5067
C -0.4078 0.7395 -0.9670
C 0.5284 0.1027 1.1076
H -0.9983 1.6827 0.9638
H 0.3847 -0.3959 2.0698
H 0.4737 -0.8160 -2.2024
H -0.9516 1.4036 -1.6279
H -1.9528 -0.2965 -0.4646
H 1.2372 0.9291 1.2612
H 2.1305 -0.7758 -0.1270
H 0.8062 -1.8927 0.1983
*
```

Results
SMILES = O[C@@H]1C=CCC1
lowest unoccupied orbital energy = 1.05 eV
energy above the lowest of the compared OMol25 structures with the same formula, charge and spin = 118.1 kJ/mol
Kohn-Sham gap = 10.629 eV
energy = -7361.03163 eV

***

# C5H8O

A structure of composition C5H8O (wB97M-V/def2-TZVPD, the OMol25 dataset).

ORCA input file:
```
! wB97M-V def2-TZVPD RIJCOSX def2/J DEFGRID3
* xyz 0 1
O 1.7661 -0.9762 0.8043
C 1.7291 0.4004 0.8136
C -2.4947 -0.2900 0.3391
C -1.6439 0.6571 -0.0361
C 1.4566 -0.8809 -0.6248
C 1.4779 0.6184 -0.4774
H -2.6771 -0.5041 1.3891
H 2.2384 -1.3359 -1.2386
H -3.0444 -0.8856 -0.3850
H -1.0877 1.2476 0.6855
H 0.4876 -1.3570 -0.7996
H 1.3809 1.4766 -1.1217
H 1.8566 0.9574 1.7356
H -1.4453 0.8721 -1.0839
*
```

Results
lowest unoccupied orbital energy = 1.14 eV
energy above the lowest of the compared OMol25 structures with the same formula, charge and spin = 319.5 kJ/mol
Kohn-Sham gap = 10.011 eV
energy = -7358.94357 eV

***

# C5H8O

The molecule C5H8O (wB97M-V/def2-TZVPD, the OMol25 dataset).

ORCA input file:
```
! wB97M-V def2-TZVPD RIJCOSX def2/J DEFGRID3
* xyz 0 1
O -1.2219 -0.1668 -0.8972
C -0.0010 0.2398 -1.5340
C -0.4085 -0.9538 1.2973
C 0.2812 0.3022 0.8392
C 1.0885 0.2765 -0.4434
C -1.1476 0.1010 0.4838
H 0.2117 -0.4809 -2.3316
H 1.7394 -0.6038 -0.4860
H 0.5153 1.0233 1.6133
H -1.9681 0.7132 0.8585
H -0.4575 -1.0772 2.3796
H -0.2610 -1.8916 0.7693
H -0.1225 1.2290 -2.0021
H 1.7196 1.1676 -0.5096
*
```

Results
SMILES = C1C[C@@H]2C[C@@H]2O1
lowest unoccupied orbital energy = 1.18 eV
energy above the lowest of the compared OMol25 structures with the same formula, charge and spin = 149.6 kJ/mol
Kohn-Sham gap = 10.458 eV
energy = -7360.70441 eV

***

# C5H8O

The molecule C5H8O (wB97M-V/def2-TZVPD, the OMol25 dataset).

ORCA input file:
```
! wB97M-V def2-TZVPD RIJCOSX def2/J DEFGRID3
* xyz 0 1
O 1.9238 -0.7361 0.4100
C 0.1069 0.1705 -0.2399
C 1.0326 -1.0115 -0.6813
C 1.3292 0.5447 0.6271
C -1.2097 0.8856 -0.3916
C -1.5388 -0.3311 0.3653
H 2.0176 1.3325 0.2237
H 0.5264 -1.9561 -0.5242
H -1.7030 1.0390 -1.3444
H 1.6054 -1.0562 -1.6247
H -2.1373 -1.1037 -0.1614
H -1.2359 1.7715 0.2418
H 1.1012 0.7565 1.6730
H -1.8184 -0.3055 1.4265
*
```

Results
SMILES = C1CC12COC2
lowest unoccupied orbital energy = 1.10 eV
energy above the lowest of the compared OMol25 structures with the same formula, charge and spin = 370.2 kJ/mol
Kohn-Sham gap = 9.773 eV
energy = -7358.41817 eV

***

# C5H8O

The molecule C5H8O (wB97M-V/def2-TZVPD, the OMol25 dataset).

ORCA input file:
```
! wB97M-V def2-TZVPD RIJCOSX def2/J DEFGRID3
* xyz 0 1
O -2.3859 -0.1111 -1.7463
C -0.8013 -0.7767 -0.0754
C -0.2996 -0.3645 1.2861
C 1.3944 0.7350 -0.3136
C -1.6116 0.1828 -0.8656
C 0.6906 -0.5417 0.1781
H 2.4354 0.7790 0.0285
H -1.4508 1.2393 -0.5675
H -1.0878 -1.8200 -0.2413
H 1.3229 -1.4169 0.2157
H 0.9921 1.7404 -0.0555
H 1.4008 0.7153 -1.4018
H -0.4967 -0.9860 2.1650
H -0.0552 0.6607 1.3847
*
```

Results
SMILES = C[C@H]1C[C@H]1C=O
lowest unoccupied orbital energy = 1.03 eV
energy above the lowest of the compared OMol25 structures with the same formula, charge and spin = 177.8 kJ/mol
Kohn-Sham gap = 10.719 eV
energy = -7360.41277 eV

***

# C5H8O

A structure of composition C5H8O (wB97M-V/def2-TZVPD, the OMol25 dataset).

ORCA input file:
```
! wB97M-V def2-TZVPD RIJCOSX def2/J DEFGRID3
* xyz 0 1
O 0.7069 -1.6682 0.1216
C 1.0643 -0.2840 0.1801
C -0.6127 1.1353 0.0138
C 0.2392 0.5695 1.1869
C -0.4499 -1.3135 -0.6640
C 0.0547 0.1148 -0.9049
H 2.1453 -0.1297 0.1408
H -1.7023 1.0460 0.0900
H -1.3568 -1.3809 -0.0430
H 0.3338 0.3622 -1.9319
H 0.8172 1.3164 1.7330
H -0.3620 2.1685 -0.2403
H -0.3177 -0.0472 1.8990
H -0.5601 -1.8890 -1.5810
*
```

Results
lowest unoccupied orbital energy = 1.15 eV
energy above the lowest of the compared OMol25 structures with the same formula, charge and spin = 207.5 kJ/mol
Kohn-Sham gap = 10.583 eV
energy = -7360.10426 eV

***

# C5H8O

The molecule C5H8O (wB97M-V/def2-TZVPD, the OMol25 dataset).

ORCA input file:
```
! wB97M-V def2-TZVPD RIJCOSX def2/J DEFGRID3
* xyz 0 1
O -0.8416 -0.4007 0.9141
C -1.4571 -0.8924 -0.2672
C 0.1672 0.5519 0.5599
C 0.1951 0.6020 -0.9260
C 1.5123 0.1463 1.0818
C -0.8369 -0.0821 -1.3701
H -1.2315 -1.9663 -0.3870
H 2.2902 0.8089 0.6843
H 0.8632 1.2554 -1.4832
H -1.2551 0.0674 -2.3410
H -2.5496 -0.7907 -0.2254
H 1.4997 0.1842 2.1634
H -0.1721 1.5327 0.9382
H 1.7224 -0.8676 0.7260
*
```

Results
SMILES = C[C@H]1C=CCO1
lowest unoccupied orbital energy = 1.09 eV
energy above the lowest of the compared OMol25 structures with the same formula, charge and spin = 124.8 kJ/mol
Kohn-Sham gap = 10.166 eV
energy = -7360.96204 eV

***

# C5H8O

The molecule C5H8O (wB97M-V/def2-TZVPD, the OMol25 dataset).

ORCA input file:
```
! wB97M-V def2-TZVPD RIJCOSX def2/J DEFGRID3
* xyz 0 1
O -1.6931 1.2612 0.3043
C -0.7726 -1.0325 0.6729
C 0.3759 -0.1427 0.2575
C -1.1144 2.4179 0.4359
C 1.5040 -0.5843 -0.6405
C -1.0006 0.1221 -0.2406
H -0.8392 -2.0357 0.2583
H 1.1780 -1.3283 -1.3747
H -1.1455 -0.9297 1.6882
H -1.2900 -0.0468 -1.2748
H 2.3088 -1.0263 -0.0441
H 1.9168 0.2732 -1.1842
H -0.0538 2.2766 0.0824
H 0.6840 0.5605 1.0298
*
```

Results
lowest unoccupied orbital energy = 0.73 eV
energy above the lowest of the compared OMol25 structures with the same formula, charge and spin = 411.7 kJ/mol
Kohn-Sham gap = 9.293 eV
energy = -7357.98805 eV

***

# C5H8O

The molecule C5H8O (wB97M-V/def2-TZVPD, the OMol25 dataset).

ORCA input file:
```
! wB97M-V def2-TZVPD RIJCOSX def2/J DEFGRID3
* xyz 0 1
O 1.2766 -1.7113 -0.3441
C 0.6933 -0.4255 -0.4378
C -1.3290 0.7313 0.0660
C -0.8270 -0.4865 -0.6532
C -0.4026 1.2347 0.8778
C 0.8961 0.4647 0.8181
H 1.0642 -0.0932 1.7502
H -1.1013 -0.5219 -1.7125
H 1.7649 1.1211 0.6909
H -0.5583 2.0804 1.5403
H 1.1546 0.1205 -1.2753
H -1.2122 -1.4006 -0.1819
H -2.3378 1.1092 -0.0547
H 0.9185 -2.2228 -1.0836
*
```

Results
SMILES = OC1CC=CC1
lowest unoccupied orbital energy = 1.02 eV
energy above the lowest of the compared OMol25 structures with the same formula, charge and spin = 79.7 kJ/mol
Kohn-Sham gap = 10.295 eV
energy = -7361.42935 eV

***

# C5H8O

A structure of composition C5H8O (wB97M-V/def2-TZVPD, the OMol25 dataset).

ORCA input file:
```
! wB97M-V def2-TZVPD RIJCOSX def2/J DEFGRID3
* xyz 0 1
O 0.8484 0.2050 1.6907
C -0.6939 0.0225 -1.3320
C -0.1986 1.3872 -0.7110
C 0.2359 -0.6650 -0.3033
C 0.2244 -1.3568 0.9665
C -0.2296 0.5237 0.5344
H 0.7826 1.6313 -1.1512
H -0.7183 -1.5926 1.4472
H 1.2683 -0.5962 -0.6836
H -0.4089 -0.1580 -2.3725
H 1.0906 -1.9363 1.2956
H -1.7569 -0.1568 -1.1816
H 0.3747 0.4076 2.5130
H -0.8609 2.2591 -0.7540
*
```

Results
lowest unoccupied orbital energy = 0.70 eV
energy above the lowest of the compared OMol25 structures with the same formula, charge and spin = 704.6 kJ/mol
Kohn-Sham gap = 7.873 eV
energy = -7354.95300 eV

***

# C5H8O

A structure of composition C5H8O (wB97M-V/def2-TZVPD, the OMol25 dataset).

ORCA input file:
```
! wB97M-V def2-TZVPD RIJCOSX def2/J DEFGRID3
* xyz 0 1
O -0.8281 -0.3205 1.2171
C -0.4560 -0.4537 -1.1295
C 0.8615 -0.3707 -0.9347
C -1.4875 -0.2240 -0.0515
C 1.4983 0.0938 0.3560
C 0.5851 0.8971 1.2288
H -1.9978 0.7426 -0.1578
H 1.9406 -0.7488 0.9050
H -0.8478 -0.7469 -2.1016
H 2.3307 0.7765 0.1248
H -2.2525 -1.0099 -0.0971
H 1.5262 -0.6306 -1.7570
H 0.0795 1.5959 0.5253
H -0.9522 0.3990 1.8721
*
```

Results
lowest unoccupied orbital energy = 0.87 eV
energy above the lowest of the compared OMol25 structures with the same formula, charge and spin = 473.0 kJ/mol
Kohn-Sham gap = 8.897 eV
energy = -7357.35270 eV

***

# C5H8O

The molecule C5H8O (wB97M-V/def2-TZVPD, the OMol25 dataset).

ORCA input file:
```
! wB97M-V def2-TZVPD RIJCOSX def2/J DEFGRID3
* xyz 0 1
O 1.8879 0.1527 -1.5500
C -1.3631 0.2534 -0.6077
C -1.5418 -0.6048 0.6064
C 0.9574 0.2409 0.6347
C 2.0691 0.5537 -0.4124
C -0.1897 -0.4969 -0.0517
H 0.1250 -1.3576 -0.6308
H 0.5675 1.1357 1.1337
H -2.1084 -1.5256 0.4967
H -1.8012 -0.0857 -1.5397
H -1.6906 -0.1073 1.5580
H 1.3792 -0.3814 1.4328
H -1.3824 1.3282 -0.4665
H 3.0786 0.9062 -0.6576
*
```

Results
SMILES = O=CCC1CC1
lowest unoccupied orbital energy = 1.13 eV
energy above the lowest of the compared OMol25 structures with the same formula, charge and spin = 237.6 kJ/mol
Kohn-Sham gap = 10.523 eV
energy = -7359.79223 eV